(1)
{"formula": "C5H4N2", "method": "ωB97M-V/def2-TZVPD", "total_charge": 0, "e_above_lowest_kcal_mol": 123.1, "symbols": ["C", "C", "C", "C", "C", "N", "N", "H", "H", "H", "H"], "xyz": [[2.7890, -0.2015, -0.0134], [1.5866, -0.1404, -0.0051], [0.1605, -0.0815, 0.0046], [-0.7827, -1.0589, 0.2265], [-2.0760, -0.4970, -0.0183], [-1.8443, 0.8414, -0.3385], [-0.5014, 1.0770, -0.2473], [3.8559, -0.2648, -0.0205], [-0.5676, -2.0826, 0.4999], [-2.5148, 0.6174, 0.6124], [-0.1099, 1.9571, -0.5476]]}

***

(2)
{"formula": "C5H4N2O", "method": "ωB97M-V/def2-TZVPD", "total_charge": 0, "smiles": "O=C/C=C1/C=NC=N1", "e_above_lowest_kcal_mol": 89.3, "symbols": ["C", "C", "C", "C", "C", "H", "H", "H", "H", "N", "N", "O"], "xyz": [[2.3434, -0.4482, 0.0835], [1.2002, 0.4623, 0.2072], [-0.1279, 0.1311, 0.0625], [-1.2990, 1.1044, -0.1153], [-1.7852, -1.0901, -0.2187], [2.0261, -1.5489, 0.7379], [1.2930, 1.6418, 0.3795], [-1.4731, 2.2608, -0.2968], [-2.6941, -1.7824, -0.1610], [-2.3155, 0.3543, -0.1628], [-0.6177, -1.0872, -0.0701], [3.4498, 0.0023, -0.4459]]}

***

(3)
{"formula": "C5H4N2O", "method": "ωB97M-V/def2-TZVPD", "total_charge": 0, "smiles": "C=CC#N.N#CC=O", "e_above_lowest_kcal_mol": 59.4, "symbols": ["C", "C", "C", "C", "C", "N", "N", "O", "H", "H", "H", "H"], "xyz": [[-1.4317, -0.0669, -1.2097], [1.4854, -1.5052, 0.1685], [2.0318, -0.2758, -0.2952], [-1.1558, 0.6546, 1.0133], [-1.0909, 0.9650, -0.2857], [-1.8501, -0.7708, -2.0140], [0.9803, -2.4119, 0.6689], [2.8717, -0.0871, -1.1627], [1.4714, 0.3924, 0.3265], [-1.2962, -0.2903, 1.4239], [-1.0585, 1.3423, 1.7968], [-0.9573, 2.0538, -0.4305]]}

***

(4)
{"formula": "C5H4N2O", "method": "ωB97M-V/def2-TZVPD", "total_charge": 0, "e_above_lowest_kcal_mol": 112.7, "symbols": ["C", "C", "C", "C", "C", "H", "H", "H", "H", "N", "N", "O"], "xyz": [[0.1119, 1.3231, 1.2086], [-0.7927, -0.0533, -0.0114], [-0.7614, -1.0840, -0.7085], [1.3897, -0.2492, -0.5766], [0.4838, 0.6785, -0.0434], [-1.9549, 0.5951, 2.0392], [-1.7469, -1.4310, -1.0784], [0.8735, -1.6936, -1.9932], [2.5456, 0.1055, -0.5391], [-1.2051, 0.7565, 0.9747], [0.6456, -1.1698, -1.1696], [0.4108, 2.2222, 1.8976]]}

***

(5)
{"formula": "C5H4N2O", "method": "ωB97M-V/def2-TZVPD", "total_charge": 0, "smiles": "OC#Cc1cnc[nH]1", "e_above_lowest_kcal_mol": 35.2, "symbols": ["C", "C", "C", "C", "C", "N", "N", "O", "H", "H", "H", "H"], "xyz": [[-1.2087, -0.0696, -0.0230], [-2.4113, -0.0362, -0.0227], [1.0822, -1.1547, -0.0247], [2.2605, 0.6129, -0.0482], [0.1916, -0.1052, -0.0361], [2.3536, -0.6867, -0.0311], [0.9709, 1.0269, -0.0473], [-3.7121, 0.0505, -0.0449], [0.8755, -2.2054, -0.0106], [3.0924, 1.2884, -0.0609], [0.6236, 1.9715, -0.0676], [-4.1183, -0.6924, 0.4170]]}

***

(6)
{"formula": "C5H4N2O4STi", "method": "ωB97M-V/def2-TZVPD", "total_charge": 3, "spin_multiplicity": 2, "s_squared": 0.769, "e_above_lowest_kcal_mol": 0.0, "symbols": ["O", "C", "Ti", "O", "C", "C", "O", "C", "O", "N", "C", "N", "S", "H", "H", "H", "H"], "xyz": [[0.0347, -3.2332, -1.5493], [-0.0432, -2.0787, -1.6515], [-0.2746, 0.0044, -1.8347], [-2.6355, 0.0001, -4.6936], [-1.9006, -0.0070, -3.8166], [1.8417, 0.0033, -1.9670], [3.0101, 0.0044, -2.0350], [-0.0425, 2.0817, -1.6023], [0.0358, 3.2306, -1.4672], [-0.0022, -1.1521, 2.8499], [-0.0076, -0.0004, 2.1729], [-0.0022, 1.1524, 2.8483], [-0.0137, -0.0066, 0.4197], [0.0002, -1.2306, 3.8649], [-0.0003, -1.9930, 2.2995], [-0.0003, 1.9936, 2.2985], [0.0002, 1.2311, 3.8635]]}

***

(7)
{"formula": "C5H4N2OS", "method": "ωB97M-V/def2-TZVPD", "total_charge": 0, "smiles": "C/N=C1\\N=CSC1=C=O", "e_above_lowest_kcal_mol": 28.8, "symbols": ["C", "C", "C", "C", "C", "N", "N", "O", "S", "H", "H", "H", "H"], "xyz": [[-2.6264, -0.9057, -1.0669], [-2.6588, 0.4343, 0.9624], [-1.3737, 0.0728, 0.4226], [-2.5365, 0.8410, 2.1958], [0.9817, 0.3349, 0.6021], [-1.4097, -0.6983, -0.7302], [-0.3998, 0.5598, 1.0519], [-2.3227, 1.3199, 3.2248], [-3.8880, -0.3781, 0.0016], [-2.9094, -1.4571, -1.8650], [1.3282, -0.4046, 1.2254], [0.8188, 0.0586, -0.4820], [1.6271, 1.2456, 0.6051]]}

***

(8)
{"formula": "C5H4N2OS", "method": "ωB97M-V/def2-TZVPD", "total_charge": 0, "e_above_lowest_kcal_mol": 89.4, "symbols": ["C", "C", "C", "C", "C", "N", "N", "O", "S", "H", "H", "H", "H"], "xyz": [[1.9587, 1.1878, 0.2878], [-1.1749, -0.4223, 0.5357], [-2.4065, 1.3678, -0.5524], [-0.5078, 0.3983, -0.2815], [2.0076, 0.0851, -0.5463], [1.9546, 2.1759, 0.9256], [-1.1663, 1.4088, -0.8636], [2.0820, -1.1820, -0.1137], [-2.9079, 0.1356, 0.4136], [-1.0513, -1.3298, 0.9707], [-3.1025, 2.1055, -0.8442], [1.9888, 0.1604, -1.6700], [1.9024, -1.2760, 0.9171]]}

***

(9)
{"formula": "C5H4N3O2P", "method": "ωB97M-V/def2-TZVPD", "total_charge": 0, "e_above_lowest_kcal_mol": 179.4, "symbols": ["C", "C", "C", "C", "C", "N", "N", "N", "O", "O", "P", "H", "H", "H", "H"], "xyz": [[-2.3541, 1.6650, -0.1326], [-1.8249, -0.8302, -0.0413], [0.7643, 0.9359, -0.3812], [0.5454, -0.3974, 0.0333], [2.7373, -0.4581, 0.2660], [1.6746, -1.0854, 0.3713], [-2.2297, 0.4045, 0.1727], [-0.5256, -1.2411, -0.1607], [-3.4839, 0.9930, 0.3295], [-0.3695, -2.5031, -0.2440], [2.4761, 1.3789, 0.1101], [-1.5194, 2.3789, 0.0384], [-2.4786, -1.6585, 0.1183], [3.6167, -0.9333, 0.6691], [2.9712, 1.3508, -1.1489]]}

***

(10)
{"formula": "C5H4NO", "method": "ωB97M-V/def2-TZVPD", "total_charge": 1, "e_above_lowest_kcal_mol": 118.6, "symbols": ["C", "C", "C", "C", "C", "N", "O", "H", "H", "H", "H"], "xyz": [[-0.4227, -1.1735, 0.2250], [0.8103, -0.9868, -0.6041], [-0.8933, -0.0641, 0.7844], [0.1418, 1.3652, -0.8513], [0.8787, 0.2729, -0.9976], [0.0011, 1.1058, 0.5240], [0.8609, 1.2812, 1.3254], [-0.8339, -2.1602, 0.3620], [1.5261, -1.7765, -0.7509], [-1.7063, 0.0748, 1.4760], [-0.3626, 2.0612, -1.4929]]}

***

(11)
{"formula": "C5H4NO2", "method": "ωB97M-V/def2-TZVPD", "total_charge": -1, "spin_multiplicity": 3, "s_squared": 2.011, "e_above_lowest_kcal_mol": 0.0, "symbols": ["C", "C", "C", "C", "C", "N", "O", "O", "H", "H", "H", "H"], "xyz": [[1.2430, 0.8190, 0.2315], [1.8223, -0.5325, 0.1982], [-2.0971, -0.8101, 0.2173], [-0.1416, 1.0713, 0.0445], [-1.0880, -0.0652, -0.5680], [-2.8679, -1.4676, 0.8023], [2.8690, -0.8913, 0.7308], [-0.7195, 2.1295, 0.1230], [1.8923, 1.4440, 0.8333], [-0.4472, -0.7346, -1.1510], [-1.7893, 0.5302, -1.2024], [1.3241, -1.4926, -0.2595]]}

***

(12)
{"formula": "C5H4O", "method": "ωB97M-V/def2-TZVPD", "total_charge": 0, "smiles": "C#CC=C=CO", "e_above_lowest_kcal_mol": 94.7, "symbols": ["O", "C", "C", "C", "C", "C", "H", "H", "H", "H"], "xyz": [[-2.4599, -0.2281, 0.2387], [-1.5810, -0.6868, -0.6342], [-0.5764, 0.0842, -1.1200], [0.4410, -0.0964, -0.2636], [1.6658, 0.5682, 0.0251], [2.6513, 0.9589, 0.5989], [-2.2841, 0.7266, 0.3283], [-1.6600, -1.7614, -0.7852], [0.2847, -0.8645, 0.5005], [3.5186, 1.2992, 1.1116]]}

***

(13)
{"formula": "C5H4O", "method": "ωB97M-V/def2-TZVPD", "total_charge": 0, "spin_multiplicity": 3, "s_squared": 2.018, "e_above_lowest_kcal_mol": 35.2, "symbols": ["C", "C", "C", "C", "C", "O", "H", "H", "H", "H"], "xyz": [[0.4682, -2.8047, -0.4792], [0.2220, -1.7064, -0.1086], [-0.2421, 2.0495, -0.0741], [-0.3527, -0.4161, 0.4111], [0.3006, 0.9556, 0.3848], [-1.4643, -0.4949, 0.8985], [0.3637, -3.7068, -1.0007], [0.4365, 2.8752, -0.0663], [-1.0882, 2.3132, -0.6204], [1.3563, 0.9353, 0.6549]]}

***

(14)
{"formula": "C5H4O2", "method": "ωB97M-V/def2-TZVPD", "total_charge": 0, "e_above_lowest_kcal_mol": 116.9, "symbols": ["O", "C", "O", "C", "C", "C", "C", "H", "H", "H", "H"], "xyz": [[-2.5105, -0.2666, 0.9613], [-1.3954, -0.4418, 0.6942], [-0.6458, 1.2116, -0.3171], [-0.0043, 0.9639, -1.5895], [0.7663, 0.9379, -0.2692], [0.9349, -0.3341, 0.3371], [-0.1782, -1.0848, 0.6956], [-0.3357, -0.0283, -1.9415], [1.4692, 1.7470, -0.0917], [1.9300, -0.7001, 0.5756], [-0.1576, -2.1425, 0.9349]]}

***

(15)
{"formula": "C5H4O2", "method": "ωB97M-V/def2-TZVPD", "total_charge": 0, "smiles": "O=C1C=CCC1=O", "e_above_lowest_kcal_mol": 22.3, "symbols": ["O", "C", "C", "C", "C", "C", "O", "H", "H", "H", "H"], "xyz": [[-0.5827, 2.3340, -0.5121], [-0.3012, 1.2153, -0.1745], [-1.1349, -0.0605, -0.2409], [-0.0711, -1.1372, -0.1264], [1.1799, -0.6659, -0.0679], [1.0357, 0.7248, 0.4116], [1.6336, 1.2144, 1.3371], [-1.8490, -0.0482, 0.5919], [-1.7034, -0.1561, -1.1712], [-0.3090, -2.1867, -0.0036], [2.1021, -1.2340, -0.0442]]}

***

(16)
{"formula": "C5H4O2", "method": "ωB97M-V/def2-TZVPD", "total_charge": 0, "smiles": "O=C1C=CCC1=O", "e_above_lowest_kcal_mol": 11.4, "symbols": ["O", "C", "O", "C", "C", "C", "C", "H", "H", "H", "H"], "xyz": [[2.0968, -1.4983, -0.0960], [1.1570, -0.7421, -0.0743], [-0.7026, -2.2707, -0.5248], [-0.3274, -1.1670, -0.2319], [-1.1726, 0.0713, 0.0293], [-0.1378, 1.1627, 0.1517], [1.1276, 0.7248, 0.1074], [-1.7433, -0.0582, 0.9575], [-1.8987, 0.2416, -0.7726], [-0.4219, 2.2050, 0.2689], [2.0228, 1.3309, 0.1848]]}

***

(17)
{"formula": "C5H4O2", "method": "ωB97M-V/def2-TZVPD", "total_charge": 0, "e_above_lowest_kcal_mol": 84.0, "symbols": ["O", "C", "O", "C", "C", "C", "C", "H", "H", "H", "H"], "xyz": [[-1.8652, -0.0145, 2.1783], [-1.3219, -0.3787, 1.2287], [0.1086, 1.1987, 1.0389], [0.8750, 1.1588, 0.0935], [0.8236, 0.1027, -0.9737], [-0.2037, -0.9836, -0.9811], [-1.0417, -1.1500, 0.1136], [1.6626, 1.9364, 0.0349], [0.8901, 0.5937, -1.9582], [1.7822, -0.4451, -0.9203], [-1.7095, -2.0183, 0.1453]]}

***

(18)
{"formula": "C5H4O2S", "method": "ωB97M-V/def2-TZVPD", "total_charge": 0, "smiles": "O=C(C#CC=S)CO", "e_above_lowest_kcal_mol": 64.5, "symbols": ["C", "C", "C", "C", "C", "H", "H", "H", "H", "O", "O", "S"], "xyz": [[0.4601, 2.4975, -0.1958], [1.1196, 1.1854, 0.1729], [0.2491, 0.0428, 0.3803], [-0.4315, -0.9547, 0.4284], [-1.2997, -2.0737, 0.6153], [2.1696, 3.0870, -0.1178], [-0.4441, 2.7047, 0.4250], [0.0415, 2.2952, -1.2078], [-1.5171, -2.2247, 1.6576], [1.3602, 3.5479, -0.2914], [2.3282, 1.1699, 0.3342], [-1.8965, -2.9868, -0.5941]]}

***

(19)
{"formula": "C5H4O2S", "method": "ωB97M-V/def2-TZVPD", "total_charge": 0, "e_above_lowest_kcal_mol": 60.5, "symbols": ["C", "C", "C", "C", "C", "O", "O", "S", "H", "H", "H", "H"], "xyz": [[-1.8226, 0.7014, -0.0420], [-1.1099, -0.4544, -0.0452], [-3.2727, 0.9611, -0.1853], [-1.7068, -1.6394, -0.2160], [0.4309, -0.5025, 0.2048], [-3.7103, 2.0172, -0.5902], [-1.8825, -2.7712, -0.3916], [-4.1807, -0.4200, 0.3884], [-1.2833, 1.5960, 0.2145], [0.5829, -1.2828, 0.9341], [0.7312, 0.5484, 0.5809], [1.1066, -0.9635, -0.6471]]}

***

(20)
{"formula": "C5H4O2Yb", "method": "ωB97M-V/def2-TZVPD", "total_charge": 0, "spin_multiplicity": 3, "energy_ev": -40865.0001, "s_squared": 2.023, "symbols": ["C", "Yb", "O", "C", "H", "H", "O", "C", "C", "C", "H", "H"], "xyz": [[-0.7678, 1.3893, -0.8412], [-0.6741, -1.8060, 1.1257], [-1.2266, 0.4861, 0.0686], [-1.0575, 0.5332, 1.5123], [-0.2383, 1.1976, 1.8387], [-2.0256, 0.8526, 1.9328], [0.8869, 1.6917, -2.5064], [0.5158, 1.1604, -1.2604], [1.5202, 0.5265, -0.4746], [2.3628, -0.0932, 0.1612], [1.8117, 1.5315, -2.7138], [3.1904, -0.5137, 0.7045]]}